(1)
37
Properties=species:S:1:pos:R:3:forces:R:3:lowdin_charge:R:1 method="wB97M-V/def2-TZVPD" max_force_ev_per_a=1.2 total_energy_ev=-99889.5335 e_homo_ha=-0.3445 e_above_lowest_ev=1.274
H 11.647 -13.481 16.514 -0.29 -0.13 -0.20 0.058
O 12.437 -12.040 22.353 0.00 -0.20 0.14 -0.046
H 7.763 -16.760 20.246 -0.25 -0.35 0.00 0.079
H 9.405 -9.210 21.112 0.22 -0.10 0.28 -0.020
H 12.262 -8.060 19.272 0.10 0.28 0.03 0.060
H 9.746 -10.240 23.212 -0.26 0.01 0.18 0.044
H 8.877 -16.085 21.017 0.25 0.13 0.32 0.082
H 12.438 -13.848 17.752 -0.12 -0.51 0.45 -0.008
H 7.029 -14.666 20.183 0.57 -0.32 0.29 -0.012
H 12.017 -11.483 17.330 0.25 -0.71 0.00 -0.024
O 6.491 -11.714 22.063 0.17 0.37 0.27 -0.060
O 8.213 -15.921 20.348 0.18 -0.18 -0.23 -0.030
O 11.684 -10.629 17.053 -0.37 0.88 0.22 -0.070
H 12.784 -14.870 20.046 -0.05 0.07 0.25 0.032
H 10.248 -8.758 19.938 0.44 0.04 0.15 -0.050
H 12.584 -12.942 22.068 -0.03 -0.21 0.02 0.033
H 11.721 -9.362 18.719 0.03 -0.54 -0.78 0.005
O 11.918 -8.912 19.541 0.45 -0.03 0.28 -0.047
H 6.355 -12.286 21.307 0.03 -0.35 -0.35 -0.020
O 10.546 -10.051 22.722 -0.27 0.45 0.00 -0.056
H 6.835 -12.894 18.569 0.20 0.06 0.35 -0.035
Kr 9.819 -12.347 19.631 0.00 -0.01 0.01 0.216
H 12.262 -10.367 16.336 0.12 0.07 -0.18 0.046
O 6.377 -12.453 17.854 -0.03 0.07 -0.73 -0.065
H 10.923 -10.911 22.537 0.28 -0.42 -0.01 -0.024
O 12.829 -15.256 19.171 -0.23 0.10 -0.18 -0.037
O 9.744 -16.285 17.840 0.23 0.03 -0.28 -0.053
H 12.837 -11.504 21.669 0.16 0.39 -0.25 0.052
H 9.280 -16.106 18.658 -0.19 0.24 0.33 -0.025
O 12.465 -13.291 16.974 0.28 0.40 -0.15 -0.054
O 6.383 -13.961 20.137 -0.52 0.42 0.12 -0.067
H 5.769 -14.242 19.459 -0.32 -0.07 -0.13 0.054
H 13.734 -15.113 18.893 0.41 -0.11 -0.09 0.051
O 9.378 -8.662 20.327 -1.14 0.25 -0.17 -0.092
H 5.961 -12.106 22.757 -0.12 -0.06 0.15 0.025
H 9.436 -17.150 17.573 0.00 -0.20 -0.18 0.030
H 5.485 -12.332 18.179 -0.16 0.23 0.07 0.028

=====

(2)
37
Properties=species:S:1:pos:R:3:forces:R:3:lowdin_charge:R:1 method="wB97M-V/def2-TZVPD" max_force_ev_per_a=1.0 total_energy_ev=-99889.6020 e_homo_ha=-0.3516 e_above_lowest_ev=1.205
O 0.215 -2.805 -1.912 0.24 -0.08 0.07 -0.086
H -3.314 -1.326 1.535 0.25 -0.43 0.21 -0.027
H -2.366 -2.378 0.151 0.02 0.00 -0.32 0.023
O 0.411 -3.513 0.815 0.28 0.06 0.37 -0.052
H -0.475 -2.520 -2.511 -0.28 0.24 -0.14 0.071
H -0.668 0.522 3.365 0.27 -0.20 0.14 0.079
H -0.898 2.191 1.523 0.01 -0.43 0.29 -0.037
H -2.005 1.211 3.198 -0.31 0.25 0.33 0.074
H 2.632 2.521 -1.255 -0.10 -0.23 0.36 -0.036
H -0.829 3.144 -0.718 0.06 0.06 0.58 -0.015
O 2.827 -1.542 -1.739 0.36 0.22 0.05 -0.043
O -3.971 0.752 -1.858 -0.12 0.06 0.04 -0.050
O -2.267 -2.764 1.021 -0.64 -0.04 -0.08 -0.054
H 1.429 3.178 -1.899 -0.49 0.22 0.13 -0.025
Kr -0.137 -0.085 -0.287 -0.04 0.14 -0.05 0.371
H -3.851 -0.197 -1.895 -0.08 -0.21 0.07 0.018
H -0.773 4.495 -1.399 0.02 0.19 0.01 0.048
O -3.619 -0.489 1.886 -0.79 0.53 0.09 -0.067
H 1.915 -1.809 -1.850 -0.59 -0.04 -0.14 -0.018
H 0.492 -3.656 -2.251 0.06 -0.38 -0.28 0.076
H 3.980 2.234 0.198 0.27 0.26 0.02 0.052
H 3.321 -2.361 -1.755 0.29 -0.18 -0.05 0.059
O -0.774 3.084 1.201 -0.16 0.32 -0.24 -0.063
H 0.429 -3.331 -0.125 -0.19 0.31 -0.45 -0.021
H -1.321 -2.784 1.169 0.53 -0.26 0.17 -0.007
H 2.252 -1.150 1.287 -0.19 -0.13 0.17 0.015
H 1.009 -4.252 0.927 0.08 -0.20 0.30 0.058
O 3.045 -0.767 0.911 0.28 0.07 0.96 -0.077
O 2.386 3.173 -1.911 0.47 0.20 -0.73 -0.080
H -2.819 0.015 2.035 0.19 -0.25 -0.21 -0.035
H 2.973 -0.941 -0.028 -0.01 -0.13 -0.87 -0.023
O 3.101 1.920 0.407 0.03 0.54 0.03 -0.062
H -0.652 3.610 1.991 0.10 0.21 0.04 0.051
O -0.432 3.602 -1.459 -0.08 -0.14 -0.88 -0.063
O -1.282 0.830 2.699 0.15 0.06 -0.03 -0.071
H -3.209 1.109 -2.313 0.22 0.22 -0.13 0.023
H 3.244 1.080 0.845 -0.12 -0.78 0.15 -0.006